Record 1
The following is a quantum chemistry calculation of the ion C4H7N2S with charge +1 in a non-equilibrium geometry, from the OMol25 dataset.

Results
**Calculated total energy**: -18067.268 eV
**Relative energy (zero: lowest compared OMol25 entry of this formula, charge and spin)**: 72.0 kcal/mol
**M**: 115.18 g mol⁻¹
**Total charge**: +1

Last columns: bonded neighbours and bond lengths (Å).
Cartesian coordinates (Å):
1 C 1.065 1.200 0.227  C3 1.548, N5 1.290, S7 2.065, H8 1.076
2 C -0.811 0.022 0.306  C4 1.443, N5 1.216, N6 1.766
3 C 1.891 0.533 -0.899  C1 1.548, S7 1.824, H9 1.138, H10 0.992
4 C -2.163 -0.471 0.197  C2 1.443, H11 1.074, H12 1.064, H13 1.082
5 N -0.203 1.067 0.429  C1 1.290, C2 1.216
6 N 0.336 -1.321 0.284  C2 1.766, S7 1.626, H14 1.019
7 S 1.833 -0.705 0.439  C1 2.065, C3 1.824, N6 1.626
8 H 1.526 2.058 0.683  C1 1.076
9 H 1.387 0.432 -1.915  C3 1.138
10 H 2.787 0.952 -0.975  C3 0.992
11 H -2.408 -0.574 -0.843  C4 1.074
12 H -2.893 0.221 0.543  C4 1.064
13 H -2.398 -1.493 0.467  C4 1.082
14 H 0.050 -1.922 1.056  N6 1.019

***

Record 2
The following is a quantum chemistry calculation of an isolated molecule of CH3F3Si in a non-equilibrium geometry, from the OMol25 dataset.

Results
**Calculated total energy**: -17114.917 eV
**Relative energy (zero: lowest compared OMol25 entry of this formula, charge and spin)**: 157.5 kcal/mol
**M**: 100.11 g mol⁻¹
**SMILES**: FC(F)(F)[SiH3]

Last columns: bonded neighbours and bond lengths (Å).
Cartesian coordinates (Å):
1 F -1.449 1.293 0.367  C2 1.348
2 C -0.279 0.904 -0.179  F1 1.348, F3 1.372, F4 1.347, Si5 1.997
3 F -0.213 1.081 -1.538  C2 1.372
4 F 0.536 1.804 0.404  C2 1.347
5 Si 0.182 -0.989 0.256  C2 1.997, H6 1.532, H7 1.447, H8 1.456
6 H 1.603 -1.078 -0.309  Si5 1.532
7 H 0.344 -1.338 1.651  Si5 1.447
8 H -0.724 -1.677 -0.653  Si5 1.456

***

Record 3
The following is a quantum chemistry calculation of a cluster of 2 separate species, C3H8S2 in total, from the OMol25 dataset.

Results
**Calculated total energy**: -24909.983 eV
**Relative energy (zero: lowest compared OMol25 entry of this formula, charge and spin)**: 32.6 kcal/mol
**M**: 108.23 g mol⁻¹
**SMILES**: C=CC.SS

Last columns: bonded neighbours and bond lengths (Å).
Cartesian coordinates (Å):
1 C -1.544 -0.155 0.439  C2 1.333, H4 1.078, H5 1.085
2 C -0.860 -0.959 -0.375  C1 1.333, C3 1.504, H6 1.086
3 C -0.866 -0.781 -1.868  C2 1.504, H7 1.092, H8 1.083, H9 1.088
4 H -1.775 -0.448 1.451  C1 1.078
5 H -2.060 0.701 0.018  C1 1.085
6 H -0.085 -1.612 0.015  C2 1.086
7 H -0.219 -1.490 -2.390  C3 1.092
8 H -1.832 -0.929 -2.333  C3 1.083
9 H -0.505 0.216 -2.114  C3 1.088
10 S 1.908 2.222 2.288  S11 2.054, H12 1.343
11 S 2.760 1.133 0.770  S10 2.054, H13 1.344
12 H 1.113 1.279 2.819  S10 1.343
13 H 3.964 0.823 1.279  S11 1.344